# 1
Below is an isolated molecule of C16H12O5 in a non-equilibrium geometry, with properties calculated with ωB97M-V/def2-TZVPD.

Atoms and positions in Å:
O (1.030, -2.425, -0.848)
O (1.700, 1.018, 1.103)
O (0.265, -1.213, 1.589)
O (-3.062, 0.990, -0.858)
O (1.757, 1.454, 3.350)
C (-0.070, -0.710, -4.575)
C (0.203, -0.188, 2.661)
C (2.964, 1.622, 0.848)
C (1.315, 0.854, 2.390)
C (-1.183, 0.462, 2.734)
C (-1.139, 0.180, -4.571)
C (0.347, -1.329, -3.388)
C (-1.490, -0.101, 0.362)
C (-2.123, 0.208, -0.902)
C (-1.432, -0.152, -2.162)
C (-0.401, -0.973, 0.382)
C (0.516, -0.892, 3.984)
C (-0.309, -1.010, -2.160)
C (0.142, -1.581, -0.869)
C (-1.772, 0.470, -3.372)
C (-1.980, 0.468, 1.599)
H (3.739, 0.913, 1.133)
H (1.491, -1.367, 3.994)
H (0.384, -0.223, 4.830)
H (3.122, 2.572, 1.377)
H (-2.590, 1.209, -3.368)
H (-1.460, 0.679, -5.484)
H (-1.464, 0.937, 3.661)
H (-2.927, 0.978, 1.593)
H (-0.265, -1.664, 4.108)
H (1.179, -2.033, -3.425)
H (3.082, 1.813, -0.206)
H (0.431, -0.964, -5.510)

The calculation puts the LUMO energy at -1.42 eV. The relative energy (zero: lowest compared OMol25 entry of this formula, charge and spin) is 34.99 kcal per mole. As for the HOMO energy: -8.73 eV. The SMILES is COC(=O)[C@@]1(C)C=CC2=C(O1)C(=O)c1ccccc1C2=O. As for the max |F|: 3.5 eV/A.

---

# 2
Below is an isolated molecule of C16H13BBrCl2NO10 in a non-equilibrium geometry, with properties calculated with ωB97M-V/def2-TZVPD.

Atoms and positions in Å:
Br (-0.846, 0.051, -1.393)
Cl (2.902, 0.929, -1.562)
Cl (1.866, -1.123, 2.385)
O (-2.641, -3.605, -1.477)
O (-2.132, -1.512, -0.811)
O (-3.672, -3.012, -3.516)
O (3.085, 3.791, 0.729)
O (-2.425, -5.088, -3.385)
O (-3.395, -0.791, -3.309)
O (-4.506, -4.928, -2.286)
O (-5.130, -7.067, -2.590)
O (-2.583, -7.263, -3.936)
O (4.934, 5.306, 0.735)
N (-1.379, 2.731, 2.158)
C (-0.016, 2.850, 2.676)
C (-3.041, -6.274, -3.418)
C (2.183, 0.453, 0.039)
C (-2.619, -2.286, -1.622)
C (3.743, 2.878, 1.651)
C (-1.632, 1.944, 0.960)
C (-3.157, 1.905, 0.435)
C (1.196, 2.136, 2.017)
C (3.703, 5.071, 0.699)
C (-3.258, -1.916, -2.887)
C (-0.503, 1.163, 0.198)
C (2.627, 2.341, 2.718)
C (3.823, -1.672, 0.272)
C (0.962, 1.251, 0.733)
C (-4.332, -6.175, -2.736)
C (2.652, -0.690, 0.771)
B (-3.312, -4.160, -2.667)
H (3.511, -2.738, 0.602)
H (2.999, 5.984, 0.575)
H (-3.834, 1.234, 1.063)
H (2.511, 3.187, 3.506)
H (-3.545, 2.994, 0.515)
H (4.571, 3.345, 2.284)
H (-3.151, 1.642, -0.682)
H (2.992, 1.425, 3.303)
H (0.112, 3.476, 3.625)
H (4.179, 2.022, 1.012)
H (4.794, -1.445, 0.852)
H (-2.165, 3.209, 2.626)
H (3.929, -1.571, -0.860)

The calculation puts the LUMO energy at -2.61 eV. As for the HOMO energy: -8.67 eV. As for the max |F|: 7.2 eV/A.

---

# 3
Below is C16H13Br2F5TeTi as an isolated structure in a non-equilibrium geometry, with properties calculated with ωB97M-V/def2-TZVPD.

Atoms and positions in Å:
Te (2.201, -1.129, 2.890)
Br (-1.440, 0.957, 3.172)
Br (-2.718, -1.827, 2.377)
Ti (-0.156, -0.987, 1.723)
F (-2.136, 1.272, -2.339)
F (-1.955, -0.309, -0.056)
F (0.162, 2.493, -3.290)
F (2.584, 0.642, 0.341)
F (2.490, 2.199, -1.947)
C (0.294, -3.542, 3.338)
C (-0.161, -2.841, 4.585)
C (1.599, -2.804, -0.197)
C (1.150, -4.923, 1.045)
C (0.193, 1.773, -2.193)
C (-3.123, 0.045, 2.748)
C (1.203, -3.549, 1.046)
C (0.967, -7.100, 2.269)
C (-0.858, 0.374, -0.587)
C (0.843, -2.820, 2.230)
C (1.437, 0.827, -0.341)
C (-0.974, 1.146, -1.730)
C (0.305, 0.181, 0.143)
C (0.283, -4.922, 3.294)
C (1.402, 1.611, -1.498)
C (0.784, -5.640, 2.200)
H (0.708, -2.312, -0.638)
H (-1.030, -3.338, 5.016)
H (-0.072, -5.459, 4.161)
H (-0.401, -1.780, 4.421)
H (1.435, -5.463, 0.151)
H (0.486, -7.537, 3.139)
H (2.037, -7.314, 2.340)
H (2.375, -2.058, 0.017)
H (1.990, -3.488, -0.949)
H (0.622, -7.597, 1.364)
H (-3.566, 0.502, 1.857)
H (0.633, -2.887, 5.340)
H (-3.804, 0.117, 3.600)

Its charge is +2. The calculation puts the LUMO energy at -8.74 eV. As for the HOMO energy: -15.52 eV. As for the max |F|: 2.2 eV/A.